Below is the ion C9H15N2O2 with charge +1, with properties calculated with ωB97M-V/def2-TZVPD.

As for the net charge: +1. The frontier orbital gap is 9.95 eV.

Geometry as XYZ:
```
28
C9H15N2O2 ωB97M-V/def2-TZVPD
C -0.9748 0.1335 -0.5174
N 3.0226 -0.1796 -0.1076
H 3.4103 -0.2624 0.8679
H 1.1905 2.1338 0.6366
C 1.5108 -0.0143 0.3027
H 1.1034 1.2132 1.9930
C 0.7394 0.0209 -1.0096
C -2.7862 -1.1059 0.1479
C -1.5261 1.4029 -0.2929
H -3.2235 -2.0991 0.0493
H 0.3381 -1.4722 -2.2091
H -0.9047 -1.9429 -0.3693
H -4.5974 -0.0337 0.5152
N 1.6274 1.2321 1.1202
C -1.4590 -1.0925 -0.2225
O 1.0233 -1.2594 -1.5694
O 1.1619 1.0990 -1.7423
C -3.5431 0.0583 0.2551
H 1.0946 -2.0106 1.0749
H 0.5234 1.3545 -2.4341
H 3.0519 -1.0417 -0.6257
H 3.2762 0.5608 -0.7607
C -2.9034 1.3077 -0.0464
C 1.1677 -1.0017 1.4599
H 0.1799 -0.6696 1.8977
H 2.0102 -0.9282 2.2331
H -1.1730 2.3163 -0.6692
H -3.3406 2.2809 0.0226
```

Below is a structure of composition C23H58N2O7, with properties calculated with ωB97M-V/def2-TZVPD.

The frontier orbital gap is 8.36 eV.

Geometry as XYZ:
```
90
C23H58N2O7 ωB97M-V/def2-TZVPD
H -1.8436 1.6716 2.1717
H -2.6202 0.0338 -1.1751
H -1.3466 1.7213 -1.6094
C -0.5243 -2.7148 1.2786
H 1.8969 -5.2280 2.9272
H -1.4202 -0.6731 0.8139
C 2.7983 3.1641 -1.6162
H -0.3569 0.0201 -0.2308
H 4.4033 1.7656 -0.9232
H 1.2782 -3.5047 0.2053
H -1.1820 -6.5909 1.0557
H -0.5752 5.4478 -1.5866
H 3.0287 1.0391 -1.7563
H -3.8670 3.1528 -3.0307
H -0.5314 -0.5464 -3.3930
H 1.1901 5.7463 0.0467
N 1.3628 3.5128 -1.7307
C -3.0587 2.5610 -2.6010
C -1.6880 -3.4217 0.3592
C 3.4370 4.2244 -0.7029
H -1.6258 -0.5990 0.1097
H 4.4627 3.9736 -0.4326
C 0.0550 2.5387 0.2895
H -1.4117 4.6568 -0.2896
H -3.6834 -0.4238 2.5549
H -2.2511 -0.3435 1.5457
C 2.7757 4.3577 0.6381
H -2.2338 -5.4814 1.7397
H -2.7137 -3.2075 0.6594
H -1.9705 1.4394 -3.7548
H -1.7664 -1.2112 2.3695
H 2.8801 3.5469 1.3591
H 0.8357 1.9791 0.8046
H 0.7894 4.6252 1.4021
C 0.7371 -2.5884 0.4412
C 3.6126 3.4626 -2.9829
H 2.7765 1.5000 -0.1383
O 0.7116 2.7460 -2.6367
H -0.4261 1.7652 -0.3091
O -2.7293 1.4297 2.4519
C -0.9332 -1.3545 -1.6419
H -0.1064 -5.1444 4.6192
H -1.4332 3.8488 -1.7946
H 0.3204 3.3755 -3.2468
O 0.4347 -2.9167 3.4521
H -1.5490 -3.0374 -0.6513
H 3.0440 3.3431 -3.9051
H 1.5893 -5.3610 1.1737
C -2.6870 0.0117 2.4794
C 1.5603 0.2048 -0.8557
C -1.2189 -5.5411 1.3467
C 0.5035 3.7723 -0.5171
H -1.7011 -5.3533 3.8902
H 1.4792 -1.9429 0.9110
H -0.3074 -0.5395 -1.2781
H -2.5334 0.8217 0.3987
C 1.2046 -5.5907 2.1674
N -0.3476 -3.5136 2.5109
O 0.5076 -0.3807 -0.1141
H -2.0682 -0.1795 3.3562
H 2.5550 -0.2270 -0.9667
C -0.9582 -1.2166 1.6381
H -0.2160 -2.8553 4.1552
H 0.6853 -2.2646 -0.5983
C 3.3195 1.8017 -1.0339
O -0.9819 1.0272 -1.0554
C -0.7917 4.4660 -1.1655
H 1.1647 -6.6684 2.3257
H 3.3536 5.0989 1.1902
C -0.2765 -5.0506 2.4362
H -0.5943 2.7540 1.1381
H -2.1005 -5.1932 -0.7870
H -0.2742 -2.2225 -1.6234
C 1.2656 4.7276 0.4270
H 1.3121 0.1442 -1.9153
C -1.9434 0.3257 -0.3720
H 1.7041 1.2685 -0.6660
C -0.6528 -5.6433 3.8188
H -0.3912 -4.9129 -0.6274
H 4.0548 4.4420 -3.1656
O -1.2375 -1.0511 -2.9829
H -3.4885 1.6782 -2.1277
H -0.4938 -6.7179 3.9085
H -0.1115 -0.6349 2.0026
C -1.3368 -4.8506 -0.0888
H -1.7421 -1.5470 -0.9371
O -2.0186 2.3767 -3.5527
H 3.5159 5.1922 -1.1981
H 4.3496 2.6673 -3.0949
H -2.6346 3.0162 -1.7060
```

Below is a structure of composition C5H8O, with properties calculated with ωB97M-V/def2-TZVPD.

The frontier orbital gap is 10.21 eV.

Geometry as XYZ:
```
14
C5H8O ωB97M-V/def2-TZVPD
H -1.4162 0.9839 -2.2168
H 2.9031 0.5300 0.4493
H 0.0353 -2.5130 1.0120
H -1.0088 1.8316 0.5593
H 1.5164 -0.5446 1.0629
C 1.8355 0.3424 0.5236
C -0.5262 1.0040 0.0243
O -0.9509 -0.2570 0.6392
H -2.1402 -1.4523 -0.6876
H 0.3315 -3.1962 1.0122
H 1.2947 2.0629 -0.5570
C -1.2530 0.5686 -1.2344
C -1.5782 -0.5333 -0.5615
C 0.9570 1.1731 -0.0255
```

Below is an isolated molecule of C3HN5, with properties calculated with ωB97M-V/def2-TZVPD.

The frontier orbital gap is 9.12 eV.

Geometry as XYZ:
```
9
C3HN5 ωB97M-V/def2-TZVPD
N -1.4296 -1.4050 -0.0367
N 0.0352 0.9675 0.0455
C -1.1414 0.9233 -0.0693
C 0.6316 -0.3271 0.2546
N 3.2862 -0.2144 -0.1904
C 2.1088 -0.2470 0.0949
N -1.9626 -0.1655 -0.0963
N -0.0264 -1.3839 -0.0017
H -1.5018 1.8521 -0.0006
```

Below is a structure of composition C36H26Br3F9N4NaO3, with properties calculated with ωB97M-V/def2-TZVPD.

As for the net charge: -1. The frontier orbital gap is 7.93 eV.

Geometry as XYZ:
```
82
C36H26Br3F9N4NaO3 ωB97M-V/def2-TZVPD
H 3.3211 -2.4086 3.1064
C 1.7505 4.8867 0.3984
N -1.1183 1.0427 0.5126
C 1.5362 1.0800 2.3312
C -5.2168 2.7307 2.3938
C 0.9876 1.0023 -4.3300
C 0.9424 3.5471 2.2077
H 1.8506 5.8217 -0.1329
H 4.8495 0.9151 -1.5657
H 4.7407 -0.0638 0.5810
C -1.6952 -3.2852 -2.2837
C -1.7208 -2.5747 1.8850
H 3.5788 0.4596 -2.6964
C 4.2405 -0.9413 0.1840
C 2.3793 3.7417 -0.0575
C -4.0842 1.9934 2.0881
H 0.4876 5.6329 1.9623
H 0.4135 3.4022 3.1386
H 2.6938 -5.2051 -1.3249
C -1.7467 -2.8437 0.4106
H -0.2743 -0.4011 3.8157
H 2.7103 -3.7633 1.2332
C -5.5024 3.8913 1.6860
H 3.0085 -2.1535 -2.7159
H -3.0237 -4.2128 2.4606
F 0.5130 1.2252 -5.5695
Br 3.5020 3.8798 -1.5985
C -1.5983 -1.9592 4.5381
C 3.2510 -2.1073 -1.6578
H 1.7398 -4.1499 -2.3677
H -1.6463 -3.4216 -3.3533
H 5.0311 -2.0474 2.8237
H -1.5218 -1.6925 5.5825
C 2.0663 -4.3104 -1.3390
C -2.7832 -3.6945 -1.5474
Br -3.3253 -4.0590 5.3885
C 4.0089 -1.7749 2.5457
Na 0.9999 0.0711 -0.2745
H -3.8424 1.0902 2.6329
F -0.9607 -0.9507 -4.3397
H -5.8751 2.4002 3.1868
C -0.5769 2.4730 -2.9652
F -2.1963 -0.1129 -2.7835
H 3.8261 -0.7448 2.8521
C 3.0972 -3.0100 0.5527
F 1.6400 -0.1640 -4.3714
H -3.7087 -3.7533 0.3828
N -0.6832 -2.4349 -0.2808
C -0.1093 0.9855 -3.2021
H 5.1669 -0.2977 -2.8167
C -2.8344 -3.4721 -0.1852
F 0.2440 3.1020 -2.1336
C -2.4434 -3.3599 2.7810
O 0.3537 0.4447 -2.0975
F -2.0568 0.8731 -4.6917
C -2.0567 1.6549 0.7577
C 3.7912 -1.9268 1.0652
F -0.6594 3.2117 -4.0871
O 1.2970 1.1209 3.5534
H 0.1872 -2.2622 -2.1345
C -1.3521 0.2048 -3.7626
H -6.3879 4.4661 1.9267
C -4.6558 4.3157 0.6701
C 2.8229 -3.1182 -0.8114
F -1.8027 2.5094 -2.3998
H 1.1832 -4.5150 -0.7300
C -3.5220 3.5836 0.3550
H -4.8793 5.2195 0.1181
C -0.9110 -1.2451 3.5605
C 1.0025 4.7680 1.5608
C 3.9742 -1.0118 -1.1725
C 4.4185 0.0776 -2.1138
N -0.9746 -1.5458 2.2668
H -2.8554 3.8955 -0.4377
C -2.3670 -3.0248 4.1181
N 2.2844 2.5557 0.4986
O 1.7460 0.0931 1.5943
F 1.9005 1.9530 -4.0820
C -3.2398 2.4217 1.0673
C -0.6746 -2.6405 -1.5943
Br -4.2456 -4.5391 -2.4085
C 1.5899 2.4557 1.6417
```

Below is a structure of composition C6H12O, with properties calculated with ωB97M-V/def2-TZVPD.

The frontier orbital gap is 8.54 eV.

Geometry as XYZ:
```
19
C6H12O ωB97M-V/def2-TZVPD
C 2.6581 0.5614 -0.2136
C -0.3511 -1.0924 -0.8065
H -1.6822 -0.9535 1.4199
C 1.5142 -0.4153 -0.0319
H 3.5167 0.0492 -0.6625
H -2.1550 1.4791 1.0220
H -2.4922 1.1148 -0.6979
H 2.9743 0.9873 0.7460
H 2.3558 1.3735 -0.8827
C 0.1629 0.1518 0.3505
C -2.4960 0.7032 0.3181
H -0.0488 0.2431 1.4149
C -1.8536 -0.6459 0.3763
H -0.0158 1.0982 -0.1663
H -0.4448 -2.1287 -0.4820
H 1.8150 -1.2199 0.6643
H -0.9592 -0.8499 -1.6772
O 1.0519 -0.9477 -1.2571
H -3.5503 0.4917 0.5658
```

The records above give, respectively, lowest unoccupied orbital energy values of -2.83 0.52 1.17 -1.97 1.99 0.76 eV.
The records above give, respectively, HOMO energy values of -12.8 -7.8 -9.0 -11.1 -5.9 -7.8 eV.